# C39H35N8S2SeW

A molecular structure, C39H35N8S2SeW at a distorted geometry (ωB97M-V/def2-TZVPD, the Open Molecules 2025 dataset).

For the total energy, the calculation gives -5209.83590 a.u. The energy above the lowest of the compared OMol25 structures with the same formula, charge and spin comes out at 241.11 kJ/mol. The highest occupied orbital energy (spin up / spin down) comes out at -9.35 / -9.35 eV.

Structure (ORCA input):
```
! wB97M-V def2-TZVPD RIJCOSX def2/J DEFGRID3
* xyz 1 1
C 3.271 -2.321 -2.073
H -2.051 -1.096 2.213
C -5.752 1.832 5.693
C 5.285 -2.035 -3.350
C 6.204 3.063 1.412
H 0.903 3.694 2.682
H -3.107 3.805 1.156
H -2.882 -6.016 1.731
H -4.160 -1.074 -1.024
C -4.341 -3.368 0.197
H -2.250 0.067 -1.792
C 5.030 2.515 0.932
C -4.202 2.350 2.269
N 0.398 -2.957 -0.112
C -0.776 -2.374 -0.173
H 4.072 2.911 1.242
H -0.851 -0.878 -7.871
C 3.857 0.887 -0.458
H 8.428 1.104 -0.195
H -4.435 3.071 0.266
N 1.338 -2.273 -0.800
C -2.161 -0.622 -0.945
H -4.778 4.273 1.523
C 0.607 3.251 0.619
S -0.553 0.661 -6.124
C -3.514 1.138 2.097
W 0.989 -0.439 -1.569
C 4.565 -2.751 -2.429
C -1.835 -4.320 0.967
C -3.571 0.145 3.076
H -5.098 1.702 6.554
C -2.968 -5.060 1.233
H 0.523 4.273 0.286
H 6.342 0.121 -1.075
H 6.298 -2.315 -3.596
N -3.252 -1.455 -0.811
N 2.695 -1.234 -2.683
C -3.200 -2.624 -0.091
H -5.103 -5.171 1.040
C 0.815 2.926 1.931
C -4.219 -4.583 0.846
C 7.430 2.557 1.011
H -6.154 2.841 5.712
S 0.004 -1.206 -3.779
H 2.674 -3.897 -0.658
C 0.523 2.224 -0.343
C -4.134 3.442 1.246
N -0.893 -1.185 -0.837
N 0.606 0.906 0.032
C 0.814 0.611 1.325
C -4.996 1.579 4.427
C 0.334 2.415 -1.720
C -1.938 -3.105 0.290
C -4.927 2.544 3.432
C 7.474 1.498 0.118
H -3.521 -1.957 2.682
H -5.431 3.489 3.571
C 0.929 1.573 2.296
C -2.839 -1.154 2.962
H 0.864 -0.449 1.572
H -1.153 -1.673 -6.303
C -0.501 -1.000 -6.851
H 5.223 -0.356 -4.708
H -4.364 -0.385 4.976
H 4.969 -3.623 -1.939
H 0.521 -1.368 -6.854
H -0.854 -4.668 1.245
H -5.309 -2.992 -0.106
C -4.325 0.383 4.219
H 6.163 3.891 2.102
C 4.685 -0.931 -3.973
H 1.093 1.292 3.322
H 0.090 3.360 -2.183
C 6.307 0.944 -0.374
C 2.468 -2.926 -1.087
C -0.118 0.396 -4.470
C 3.399 -0.587 -3.626
H -6.575 1.127 5.795
H -2.390 -1.417 3.916
H 2.901 0.254 -4.105
H 8.346 2.988 1.390
C 5.067 1.448 0.031
N 0.055 1.472 -3.773
C 2.817 0.408 -0.877
N 0.398 1.308 -2.476
Se -2.294 1.109 0.574
*
```

Atom charges from the Mulliken analysis, given in e for atoms 1 to 8: C 0.73; H -0.30; C -1.48; C -0.39; C -0.61; H 0.58; H 0.26; H 0.44